(1)
A single C3H3ClF2O molecule in a non-equilibrium geometry, computed with the ωB97M-V functional and the def2-TZVPD basis.

The geometry in XYZ format:
```
10
Properties=species:S:1:pos:R:3:forces:R:3
C 1.684 -0.274 -0.048 0.4 0.1 0.1
O 0.359 -0.414 -0.549 -0.3 0.3 -0.2
C -0.561 0.418 -0.089 -5.8 -1.6 0.9
F -0.207 1.681 0.180 0.0 -0.5 -0.2
C -1.960 0.007 0.090 5.7 2.0 -0.6
F -2.879 0.921 0.413 0.1 -0.2 0.0
Cl -2.500 -1.575 -0.188 -0.1 0.0 0.0
H 2.072 0.731 -0.237 -0.1 -0.2 0.0
H 2.271 -1.007 -0.597 0.0 0.1 0.1
H 1.719 -0.489 1.024 0.0 0.0 -0.1
```
Forces are in eV/Å.

Values from the calculation:
LUMO level   0.754 eV
DFT total energy   -23162.44285 eV
Relative energy (zero: lowest compared OMol25 entry of this formula, charge and spin)   8.5 kcal per mole
HOMO level   -8.368 eV
Frontier orbital gap   9.1 eV

(2)
A molecular structure, C49H36N5Y in a non-equilibrium geometry, computed with the ωB97M-V functional and the def2-TZVPD basis.

The geometry in XYZ format:
```
91
Properties=species:S:1:pos:R:3:forces:R:3
Y -0.500 -0.420 0.041 -1.6 -0.6 -0.2
C 5.585 -2.970 4.472 0.0 0.0 0.0
C 4.577 -3.789 3.986 0.0 0.0 0.0
C 3.590 -3.265 3.163 0.0 0.0 0.0
C 3.599 -1.916 2.818 0.0 0.0 -0.1
C 4.612 -1.100 3.313 0.0 0.0 0.0
C 5.602 -1.623 4.133 0.0 0.0 0.0
C 2.530 -1.351 1.940 0.0 0.1 0.2
C 2.487 -1.775 0.625 0.0 -0.2 -0.1
C 3.385 -2.732 0.012 0.1 0.1 0.2
C 2.898 -3.011 -1.214 -0.3 0.1 -0.2
C 1.698 -2.194 -1.404 0.4 -0.2 0.0
N 1.524 -1.448 -0.297 -0.2 0.1 -0.1
C 0.904 -2.076 -2.589 0.2 -0.2 -0.1
C 0.405 -0.802 -2.951 0.0 0.2 -0.3
C 0.314 -0.273 -4.314 0.1 -0.1 0.1
C 0.006 1.035 -4.214 0.0 0.2 0.1
C -0.186 1.330 -2.797 0.0 -0.2 -0.1
C -0.687 2.505 -2.256 -0.1 0.2 0.0
C -0.981 3.630 -3.197 -0.1 -0.1 0.0
C -1.990 3.519 -4.151 0.0 0.0 0.0
C -2.268 4.565 -5.019 0.0 0.0 0.1
C -1.537 5.742 -4.940 0.0 0.0 0.0
C -0.531 5.866 -3.992 0.0 0.0 0.0
C -0.258 4.817 -3.126 0.0 0.0 0.0
C -1.022 2.729 -0.885 -0.1 0.0 0.0
N -0.791 1.874 0.131 0.4 0.0 -0.1
C -1.294 2.420 1.280 0.1 0.2 0.0
C -1.010 1.934 2.562 0.1 0.0 0.2
C -1.664 2.591 3.733 0.0 0.0 -0.1
C -1.255 3.845 4.177 0.0 0.0 0.0
C -1.860 4.427 5.282 0.0 0.0 0.0
C -2.878 3.762 5.952 0.0 0.0 0.0
C -3.291 2.512 5.513 0.0 0.0 0.0
C -2.684 1.930 4.408 0.0 0.0 0.0
C -0.040 0.958 2.866 0.1 0.1 0.0
C 0.526 0.701 4.162 -0.1 0.0 0.0
C 1.565 -0.160 3.975 0.1 0.0 0.0
C 1.618 -0.454 2.566 0.0 0.0 0.1
N 0.639 0.226 1.935 0.1 0.1 -0.2
C -1.942 3.663 0.953 -0.1 0.0 0.0
C -1.749 3.870 -0.378 0.0 0.0 0.0
N 0.105 0.193 -2.091 0.3 0.0 0.2
C 0.632 -3.230 -3.503 0.1 0.3 0.2
C 1.273 -4.474 -3.440 0.0 0.0 0.0
C 0.938 -5.511 -4.296 0.0 0.0 0.0
C -0.069 -5.358 -5.238 0.0 -0.1 0.0
C -0.761 -4.160 -5.278 0.0 0.1 0.0
C -0.427 -3.127 -4.415 -0.1 -0.1 -0.1
H 6.355 -3.379 5.115 0.0 0.0 0.0
H 4.553 -4.839 4.250 0.0 0.0 0.0
H 2.799 -3.901 2.785 0.0 0.0 0.0
H 4.623 -0.049 3.048 0.0 0.0 0.0
H 6.386 -0.978 4.506 0.0 0.0 0.0
H 4.293 -3.105 0.458 0.0 0.0 0.0
H 3.379 -3.618 -1.958 0.0 0.0 0.0
H 0.553 -0.828 -5.206 0.0 0.1 0.0
H -0.068 1.750 -5.018 0.0 0.0 0.0
H -2.563 2.600 -4.209 0.0 0.0 0.0
H -3.058 4.459 -5.752 0.0 0.0 0.0
H -1.752 6.559 -5.617 0.0 0.0 0.0
H 0.044 6.781 -3.926 0.0 0.0 0.0
H 0.528 4.912 -2.385 0.0 0.0 0.0
H -0.455 4.359 3.659 0.0 0.0 0.0
H -1.531 5.400 5.624 0.0 0.0 0.0
H -3.347 4.217 6.815 0.0 0.0 0.0
H -4.083 1.986 6.029 0.0 0.0 0.0
H -2.998 0.952 4.061 0.0 0.0 0.0
H 0.200 1.144 5.090 0.0 0.0 0.0
H 2.236 -0.553 4.722 0.0 0.0 0.0
H -2.443 4.311 1.655 0.0 0.0 0.0
H -2.070 4.720 -0.959 0.0 0.0 0.0
H 2.028 -4.673 -2.705 0.1 0.0 0.1
H 1.467 -6.452 -4.213 0.0 0.0 0.0
H -0.330 -6.172 -5.902 0.0 0.0 0.0
H -1.583 -4.027 -5.970 0.0 0.0 0.0
H -1.029 -2.230 -4.438 0.0 -0.1 0.0
C -2.601 -2.537 -0.130 0.1 0.1 0.0
C -1.333 -3.080 0.144 0.1 0.0 0.2
C -0.920 -2.602 1.409 0.0 -0.3 0.2
C -1.932 -1.752 1.905 0.0 -0.2 0.1
C -2.970 -1.714 0.953 0.1 0.1 0.1
H -3.194 -2.743 -1.010 0.0 0.0 0.0
H -0.787 -3.778 -0.475 0.0 0.0 0.0
H -0.014 -2.877 1.931 0.0 0.0 0.0
H -1.925 -1.270 2.873 0.0 0.0 0.0
H -3.899 -1.172 1.066 0.0 0.0 0.0
N -2.755 0.145 -1.413 0.2 0.2 0.0
H -3.580 0.119 -0.829 0.0 -0.1 0.0
H -2.854 -0.560 -2.133 -0.1 0.0 0.0
H -2.712 1.052 -1.865 0.0 0.0 0.0
```
Forces are in eV/Å.

Values from the calculation:
LUMO level   -1.314 eV
DFT total energy   -59895.03571 eV
Relative energy (zero: lowest compared OMol25 entry of this formula, charge and spin)   2.2 kcal per mole
HOMO level   -6.742 eV
Frontier orbital gap   5.4 eV

(3)
A molecular structure, ClFH3NO5P2S2Ti in a non-equilibrium geometry, computed with the ωB97M-V functional and the def2-TZVPD basis.

The geometry in XYZ format:
```
16
Properties=species:S:1:pos:R:3:forces:R:3
O 0.403 -1.191 2.925 1.7 -1.1 0.1
S -0.509 -0.895 1.924 -0.9 1.0 2.6
O -1.572 -0.040 2.284 -1.2 0.6 -0.9
F -1.098 -2.165 1.333 0.5 0.2 -0.7
N 0.307 -0.002 0.712 -0.4 -0.1 -2.0
P -0.531 1.427 0.338 0.2 0.7 2.8
O -1.478 1.224 -1.167 -0.3 1.1 -1.5
Cl 0.889 2.854 -0.049 -0.6 -0.8 -0.7
P 0.933 -0.933 -0.667 0.3 -1.7 -2.8
O 1.607 0.209 -1.582 -0.4 0.3 1.0
O 2.096 -1.865 -0.154 -0.2 1.7 0.9
S -0.366 -1.868 -1.704 -0.2 0.2 0.6
H -2.425 1.409 -0.839 -0.2 -3.6 0.9
H 1.178 0.126 -2.458 0.4 0.0 0.2
H 2.786 -1.323 0.288 0.2 -0.7 -0.1
Ti -2.221 3.034 -1.185 1.2 2.2 -0.3
```
Forces are in eV/Å.

Values from the calculation:
LUMO level   -11.613 eV
Total charge   +2
DFT total energy   -90357.81314 eV
HOMO level   -16.151 eV
Frontier orbital gap   4.5 eV

(4)
A molecular structure, C29H48BrNOP2Pt in a non-equilibrium geometry, computed with the ωB97M-V functional and the def2-TZVPD basis.

The geometry in XYZ format:
```
83
Properties=species:S:1:pos:R:3:forces:R:3
C -0.480 6.972 -6.256 -0.1 -0.5 -0.1
C -0.588 5.602 -6.648 -0.2 -0.1 -0.6
C -0.971 5.378 -7.998 -0.1 0.7 0.1
C -1.202 6.478 -8.862 0.2 0.1 1.2
N -1.097 7.752 -8.449 0.3 -0.4 -0.1
C -0.724 7.998 -7.183 -0.3 -0.9 -0.4
C -0.434 4.465 -5.677 -0.8 0.3 1.6
C -0.521 3.727 -4.687 -0.1 2.1 -1.2
C -0.710 3.099 -3.395 0.4 -0.7 0.6
C 0.354 3.000 -2.440 -0.8 -0.5 -0.8
C 0.310 2.006 -1.444 -0.4 0.4 -0.8
C -0.810 1.154 -1.436 0.9 0.0 1.4
C -2.014 1.476 -2.081 0.4 -0.9 0.7
C -1.943 2.464 -3.042 -0.6 0.7 -1.3
Pt 0.008 -0.407 -2.884 1.3 0.1 1.3
P 2.007 -1.262 -2.040 1.4 0.0 0.7
H -1.182 4.397 -8.409 0.3 -0.1 0.3
H -0.288 7.278 -5.235 0.2 -0.3 0.0
H -1.508 6.325 -9.908 0.2 0.0 0.6
H -0.650 9.061 -6.916 0.0 -0.6 0.1
H -2.864 2.747 -3.602 0.9 -0.4 0.4
H 1.224 3.631 -2.569 0.0 -0.1 0.1
H -2.884 0.877 -1.775 0.1 0.6 -0.6
H 1.048 1.892 -0.657 0.1 0.0 -0.4
C 2.183 -2.747 -0.885 -0.2 -0.3 0.2
C 3.232 -3.782 -1.325 0.0 0.0 -0.2
H 1.244 -3.303 -0.771 -0.1 0.4 -0.1
H 2.440 -2.406 0.140 -0.2 0.3 -0.7
H 3.317 -4.562 -0.567 -0.1 0.1 0.0
H 2.911 -4.275 -2.245 0.2 0.0 0.0
H 4.237 -3.371 -1.467 -0.2 0.1 0.0
C 2.890 -1.606 -3.616 0.0 -0.4 -0.6
C 3.634 -0.407 -4.212 0.2 0.2 -0.1
H 2.121 -1.876 -4.357 -0.1 0.1 0.4
H 3.488 -2.518 -3.602 0.3 0.2 0.4
H 3.617 -0.483 -5.300 0.0 0.0 0.1
H 3.136 0.523 -3.936 0.0 0.1 -0.1
H 4.686 -0.325 -3.924 -0.2 -0.1 0.2
C 2.955 -0.007 -1.085 0.5 0.5 -0.3
C 4.414 -0.386 -0.805 0.3 0.0 -0.1
H 2.472 0.263 -0.143 -0.4 -0.3 -0.1
H 2.971 0.927 -1.664 -0.1 -0.3 -0.1
H 4.969 0.518 -0.542 -0.1 -0.1 0.1
H 4.565 -1.097 0.013 -0.2 0.0 -0.2
H 4.890 -0.772 -1.708 0.1 -0.1 0.1
Br -0.542 -0.422 -0.168 -0.8 0.6 -0.8
P -1.440 -2.078 -3.155 -1.4 -0.5 -0.2
C -0.371 -3.444 -3.596 1.0 -0.5 0.2
C -0.790 -4.844 -4.050 0.1 -0.1 0.4
H 0.378 -3.483 -2.744 -0.9 0.0 -0.9
H 0.170 -2.964 -4.417 0.3 -0.1 -0.1
H 0.116 -5.351 -4.420 -0.5 0.1 0.0
H -1.216 -5.472 -3.254 0.1 0.4 -0.1
H -1.517 -4.759 -4.844 -0.1 -0.2 -0.3
C -2.677 -2.413 -1.914 0.6 -0.2 1.0
C -3.957 -3.253 -2.022 0.1 0.2 0.2
H -2.949 -1.403 -1.578 0.1 -0.2 0.2
H -2.021 -2.843 -1.142 -0.5 0.1 0.3
H -4.232 -3.390 -0.978 -0.3 -0.2 0.0
H -4.804 -2.747 -2.495 0.4 -0.1 -0.2
H -3.799 -4.236 -2.447 0.0 -0.1 -0.2
C -2.365 -1.145 -4.376 -0.8 0.1 -0.8
C -2.720 -1.824 -5.705 -0.3 0.7 -0.4
H -1.769 -0.211 -4.532 -0.8 -0.5 -0.4
H -3.309 -0.874 -3.822 0.9 0.0 -0.6
H -3.122 -1.016 -6.344 0.0 -0.7 0.1
H -1.847 -2.234 -6.222 -0.1 0.0 0.1
H -3.479 -2.612 -5.585 0.3 0.3 0.0
C 2.127 0.112 2.629 -0.2 0.0 0.0
C 0.964 1.056 2.762 -0.1 0.3 0.3
O 0.665 1.550 1.437 -0.1 0.2 1.3
C -0.352 2.546 1.553 -0.1 0.0 0.0
C -1.732 1.934 1.573 -0.7 -0.2 -0.1
H 1.787 -0.719 2.015 0.2 -0.3 -0.1
H 2.425 -0.276 3.609 0.2 0.2 -0.3
H 2.937 0.626 2.101 0.1 -0.2 0.4
H 0.100 0.548 3.270 0.5 0.4 -0.7
H 1.203 1.944 3.379 0.1 -0.5 -0.1
H -0.191 3.094 2.487 0.0 0.2 -0.2
H -0.226 3.228 0.712 -0.1 0.1 0.1
H -1.807 1.183 2.378 -0.2 0.4 -0.2
H -2.509 2.702 1.687 0.2 -0.2 0.2
H -1.964 1.407 0.637 0.0 0.4 0.5
```
Forces are in eV/Å.

Values from the calculation:
LUMO level (spin up / spin down)   -6.248 / -8.619 eV
Total charge   +2
DFT total energy   -126236.34254 eV
Relative energy (zero: lowest compared OMol25 entry of this formula, charge and spin)   26.8 kcal per mole
Spin multiplicity   3
HOMO level (spin up / spin down)   -13.339 / -13.352 eV
Frontier orbital gap (spin up / spin down)   7.1 / 4.7 eV

(5)
A molecular structure, H18O9 in a non-equilibrium geometry, computed with the ωB97M-V functional and the def2-TZVPD basis.

The geometry in XYZ format:
```
27
Properties=species:S:1:pos:R:3:forces:R:3
O 1.464 0.906 -0.840 8.9 9.6 -12.3
H 1.599 1.729 -1.311 -0.1 0.9 -0.5
H 2.154 0.328 -1.167 0.4 0.0 -0.5
O 1.268 -1.468 -1.639 2.3 -1.1 -1.5
H 2.107 -1.336 -2.080 0.1 -0.5 -0.7
H 1.469 -1.381 -0.708 -0.1 -0.6 1.0
O -1.488 0.879 -1.163 -1.7 7.7 0.2
H -2.026 0.925 -0.372 -0.4 0.5 -1.4
H -1.284 -0.051 -1.261 -0.6 0.7 -1.2
O 0.609 -0.573 2.240 1.5 -1.2 9.3
H 0.438 -0.381 1.318 0.6 -0.8 1.3
H 1.504 -0.914 2.252 0.0 -0.1 0.4
O -1.511 -1.625 0.772 -3.2 -12.2 1.7
H -1.521 -0.819 1.287 -1.5 -8.4 0.9
H -1.372 -1.334 -0.129 -1.9 -1.8 4.4
O 0.913 2.581 0.953 0.0 0.6 0.4
H 1.332 1.980 0.338 0.0 0.5 1.0
H 0.177 2.950 0.465 -0.3 0.2 -0.1
O 0.487 -0.249 0.268 -2.6 -4.4 -2.9
H 1.095 0.353 -0.161 -3.0 -2.7 5.9
H -0.352 0.211 0.261 0.3 0.5 -0.5
O -1.401 0.119 1.380 -1.1 18.5 5.3
H -1.237 0.533 2.227 0.8 0.5 1.0
H -2.057 0.678 0.963 -0.8 0.0 0.8
O -1.008 -1.103 -1.086 2.7 -5.8 -11.9
H -1.307 -1.768 -1.707 -0.5 -0.4 -0.4
H -0.053 -1.171 -1.103 0.3 0.1 0.0
```
Forces are in eV/Å.

Values from the calculation:
LUMO level   -0.852 eV
DFT total energy   -18700.42429 eV
Relative energy (zero: lowest compared OMol25 entry of this formula, charge and spin)   500.7 kcal per mole
HOMO level   -7.466 eV
Frontier orbital gap   6.6 eV

> Among the records above, which one has the highest DFT total energy?

H18O9

> The lowest DFT total energy belongs to which entry?

C29H48BrNOP2Pt